# 1
Here is 4 unconnected molecules or ions with the total composition CH11N3O3 from OMol25. Energies are from the ωB97M-V functional and the def2-TZVPD basis.

```
! RIJCOSX wB97M-V def2-TZVPD def2/J DEFGRID3
* xyz 0 1
N -1.4944 -0.5682 -1.9007
C -1.2872 0.0897 -0.6492
N -0.7663 1.3412 -0.7784
N -1.5724 -0.5342 0.4284
H -1.3604 0.0883 -2.6497
H -1.0372 -1.4654 -1.8922
H -0.2160 1.7251 -0.0290
H -0.6635 1.8438 -1.6404
H -2.2524 -1.2572 0.3040
H 1.5946 -2.0225 -0.6622
H 1.7878 -0.5093 -0.4278
O 1.5241 -1.1832 -1.1020
H -0.5357 0.7725 3.1452
H -0.5160 0.3077 1.7097
O 0.0729 0.4587 2.4779
H 2.9408 -0.0555 1.3964
H 1.4556 0.4288 1.3322
O 2.3258 0.5395 0.9379
*
```

Results
SMILES: N=C(N)N.O.O.O
Kohn-Sham gap: 10.2 eV
energy above the lowest of the compared OMol25 structures with the same formula, charge and spin: 73.6 kJ/mol

Results of the Mulliken charge analysis, in e, for atoms 1 through 5: atom 1 (N): -0.593, atom 2 (C): 0.814, atom 3 (N): -0.417, atom 4 (N): -0.742, atom 5 (H): 0.185

=====

# 2
Here is a molecular structure, C4H7O2Tl from OMol25. Energies are from the ωB97M-V functional and the def2-TZVPD basis.

```
! RIJCOSX wB97M-V def2-TZVPD def2/J DEFGRID3
* xyz -1 2
O 1.6835 -0.3806 -0.6535
C 0.4060 -0.4180 -0.9351
C -0.6231 0.4686 -0.2072
H -0.9213 1.3695 -0.7664
H 0.1642 -0.3905 -2.0282
H -0.2643 0.7182 0.8018
Tl 3.2083 0.1448 -2.0803
C -0.6494 -1.7689 -0.4041
C -1.6820 -0.6576 -0.1595
O -0.1851 -2.3350 0.8256
H -0.9831 -2.5622 -1.0982
H -2.2309 -0.7287 0.7967
H -2.3895 -0.5864 -0.9991
H -0.9458 -2.5638 1.3700
*
```

Results
<S²>: 0.7530
Kohn-Sham gap (spin up / spin down): 3.7 / 7.5 eV
energy above the lowest of the compared OMol25 structures with the same formula, charge and spin: 0.0 kJ/mol

Results of the Mulliken charge analysis, in e, for atoms 1 through 5: atom 1 (O): -0.650, atom 2 (C): 0.104, atom 3 (C): -0.694, atom 4 (H): 0.292, atom 5 (H): 0.331

=====

# 3
Here is a gas-phase ion, C7H15BN5O3 (charge +1) from OMol25. Energies are from the ωB97M-V functional and the def2-TZVPD basis.

```
! RIJCOSX wB97M-V def2-TZVPD def2/J DEFGRID3
* xyz 1 1
C 3.5992 0.9513 0.3199
C 2.2445 0.3018 0.0048
O 2.4007 -1.1046 0.1625
C 1.8487 0.6459 -1.4325
O 0.4247 0.8654 -1.6714
C -0.4113 0.0998 -1.0184
N -0.4134 -1.1906 -0.8265
N -1.5035 -1.4217 -0.0665
B -1.8347 -2.8288 0.3991
N -1.6977 -3.9282 -0.4777
O -2.2791 -2.9250 1.6896
C -2.1816 -0.3161 0.1815
N -1.5043 0.6702 -0.4216
C -1.8940 2.0801 -0.4250
C -1.1944 2.8244 0.7169
N -1.4990 2.6571 1.9283
H 3.6594 1.9876 0.0083
H 3.7174 0.9151 1.3951
H 4.4106 0.3618 -0.0848
H 1.5453 0.6741 0.7463
H 2.9787 -1.3956 -0.5433
H 2.2354 -0.0835 -2.1344
H 2.3175 1.5828 -1.6932
H -0.7316 -4.1977 -0.6275
H -2.1599 -4.7300 -0.0624
H -1.6775 -2.4512 2.2721
H -3.0818 -0.2276 0.7514
H -1.6988 2.5476 -1.3789
H -2.9544 2.1265 -0.2182
H -0.3910 3.5103 0.4791
H -2.2740 1.9988 2.0274
*
```

Results
SMILES: [H]/N=C\C[n+]1cn(B(N)O)nc1OC[C@H](C)O
Kohn-Sham gap: 10.0 eV

Results of the Mulliken charge analysis, in e, for atoms 1 through 5: atom 1 (C): -1.462, atom 2 (C): 0.129, atom 3 (O): -0.495, atom 4 (C): -0.523, atom 5 (O): -0.405

=====

no.,largest force on an atom (eV/A)
1,3.068
2,3.006
3,1.527